# 1
This record from the Open Molecules 2025 dataset describes a 5-piece molecular cluster, C16H38ClFN4O7P overall. The level of theory is wB97M-V/def2-TZVPD.

Bonds (Å) are listed after each position.
CARTESIAN COORDINATES (ANGSTROEM)
1 O 0.040 -2.181 -1.845  C2 1.439, H11 0.956
2 C 0.377 -2.000 -0.458  O1 1.439, C3 1.513, H12 1.086, H13 1.093
3 C 1.226 -3.146 0.047  C2 1.513, P4 1.870, H14 1.087, H15 1.091
4 P 3.079 -2.914 -0.042  C3 1.870, F5 1.674, Cl6 2.243, O7 1.731, O10 1.740, H16 1.417
5 F 2.902 -1.919 -1.376  P4 1.674
6 Cl 3.379 -4.639 -1.443  P4 2.243
7 O 4.788 -2.658 -0.145  P4 1.731, C8 1.397
8 C 5.100 -1.389 0.351  O7 1.397, C9 1.505, H17 1.102, H18 1.091
9 C 4.204 -1.232 1.550  C8 1.505, O10 1.396, H19 1.103, H20 1.095
10 O 2.942 -1.578 1.064  P4 1.740, C9 1.396
11 H 0.416 -1.460 -2.347  O1 0.956
12 H 0.873 -1.046 -0.307  C2 1.086
13 H -0.563 -1.968 0.098  C2 1.093
14 H 0.950 -4.052 -0.487  C3 1.087
15 H 1.016 -3.302 1.107  C3 1.091
16 H 3.294 -3.838 1.011  P4 1.417
17 H 4.805 -0.609 -0.369  C8 1.102
18 H 6.165 -1.250 0.543  C8 1.091
19 H 4.517 -1.938 2.337  C9 1.103
20 H 4.242 -0.217 1.960  C9 1.095
21 C -1.313 -1.065 -6.844  C22 1.516, H26 1.085, H27 1.091, H28 1.091
22 C -1.085 -0.985 -5.346  C21 1.516, O23 1.221, N24 1.353
23 O -0.751 0.061 -4.812  C22 1.221
24 N -1.270 -2.118 -4.631  C22 1.353, C25 1.446, H29 1.012
25 C -1.669 -3.424 -5.107  N24 1.446, H30 1.092, H31 1.091, H32 1.085
26 H -1.124 -0.082 -7.263  C21 1.085
27 H -0.635 -1.786 -7.304  C21 1.091
28 H -2.338 -1.361 -7.069  C21 1.091
29 H -1.086 -2.023 -3.639  N24 1.012
30 H -2.599 -3.742 -4.631  C25 1.092
31 H -0.901 -4.164 -4.880  C25 1.091
32 H -1.824 -3.405 -6.181  C25 1.085
33 C 6.333 1.162 4.368  C34 1.512, H38 1.085, H39 1.090, H40 1.091
34 C 7.171 -0.027 3.952  C33 1.512, O35 1.218, N36 1.362
35 O 7.840 -0.027 2.935  C34 1.218
36 N 7.138 -1.124 4.758  C34 1.362, C37 1.447, H41 1.007
37 C 6.392 -1.318 5.983  N36 1.447, H42 1.092, H43 1.091, H44 1.085
38 H 6.455 1.934 3.615  C33 1.085
39 H 5.279 0.890 4.429  C33 1.090
40 H 6.653 1.549 5.336  C33 1.091
41 H 7.690 -1.892 4.410  N36 1.007
42 H 7.059 -1.536 6.819  C37 1.092
43 H 5.684 -2.142 5.880  C37 1.091
44 H 5.830 -0.421 6.221  C37 1.085
45 C -3.260 1.389 1.949  C46 1.513, H50 1.086, H51 1.089, H52 1.090
46 C -2.751 0.082 1.382  C45 1.513, O47 1.220, N48 1.361
47 O -2.095 -0.697 2.053  C46 1.220
48 N -3.049 -0.196 0.083  C46 1.361, C49 1.450, H53 1.009
49 C -3.806 0.593 -0.868  N48 1.450, H54 1.094, H55 1.092, H56 1.087
50 H -2.937 1.447 2.983  C45 1.086
51 H -2.864 2.238 1.395  C45 1.089
52 H -4.348 1.439 1.904  C45 1.090
53 H -2.654 -1.065 -0.242  N48 1.009
54 H -4.670 0.026 -1.224  C49 1.094
55 H -3.184 0.843 -1.731  C49 1.092
56 H -4.167 1.521 -0.433  C49 1.087
57 C -7.133 3.908 0.236  C58 1.512, H62 1.085, H63 1.091, H64 1.091
58 C -5.708 4.410 0.170  C57 1.512, O59 1.218, N60 1.360
59 O -4.756 3.657 0.283  C58 1.218
60 N -5.519 5.742 -0.023  C58 1.360, C61 1.448, H65 1.008
61 C -6.519 6.778 -0.177  N60 1.448, H66 1.091, H67 1.091, H68 1.085
62 H -7.104 2.835 0.391  C57 1.085
63 H -7.674 4.374 1.061  C57 1.091
64 H -7.666 4.120 -0.692  C57 1.091
65 H -4.548 6.008 -0.060  N60 1.008
66 H -6.420 7.275 -1.143  C61 1.091
67 H -6.426 7.530 0.608  C61 1.091
68 H -7.514 6.348 -0.117  C61 1.085

Frontier orbital gap ... 6.6 eV
E ... -2279.727548 Eh
Net charge ... -1

=====

# 2
This record from the Open Molecules 2025 dataset describes a 7-piece molecular cluster, C16H38F15N4O6P2 overall in a non-equilibrium geometry. The level of theory is wB97M-V/def2-TZVPD.

Bonds (Å) are listed after each position.
CARTESIAN COORDINATES (ANGSTROEM)
1 C -4.331 -1.991 0.429  C2 1.556, H8 1.090, H9 1.090, H10 1.090
2 C -3.856 -2.550 1.801  C1 1.556, O3 1.254, N4 1.559
3 O -4.594 -2.973 2.723  C2 1.254
4 N -2.314 -2.527 2.027  C2 1.559, H5 1.010, H6 1.010, C7 1.500
5 H -1.716 -2.144 1.310  N4 1.010
6 H -2.103 -1.933 2.816  N4 1.010
7 C -1.789 -3.873 2.431  N4 1.500, H11 1.090, H12 1.090, H13 1.090
8 H -4.002 -0.953 0.383  C1 1.090
9 H -5.409 -1.843 0.365  C1 1.090
10 H -3.915 -2.556 -0.405  C1 1.090
11 H -0.727 -4.049 2.263  C7 1.090
12 H -2.439 -4.597 1.938  C7 1.090
13 H -2.053 -3.888 3.488  C7 1.090
14 C -3.005 2.657 -1.054  C15 1.539, H21 1.090, H22 1.090, H23 1.090
15 C -3.187 2.892 0.456  C14 1.539, O16 1.245, N17 1.566
16 O -2.310 2.807 1.336  C15 1.245
17 N -4.689 3.115 0.838  C15 1.566, H18 1.010, H19 1.010, C20 1.526
18 H -4.960 4.086 0.778  N17 1.010
19 H -5.105 2.629 0.056  N17 1.010
20 C -5.172 2.474 2.135  N17 1.526, H24 1.090, H25 1.090, H26 1.090
21 H -3.490 3.448 -1.627  C14 1.090
22 H -3.355 1.671 -1.361  C14 1.090
23 H -1.922 2.683 -1.171  C14 1.090
24 H -4.746 3.039 2.965  C20 1.090
25 H -4.795 1.456 2.036  C20 1.090
26 H -6.261 2.488 2.089  C20 1.090
27 C 2.199 4.661 -2.863  C28 1.502, H34 1.090, H35 1.090, H36 1.090
28 C 1.085 3.668 -2.695  C27 1.502, O29 1.249, N30 1.566
29 O 0.827 3.039 -1.647  C28 1.249
30 N 0.263 3.306 -3.977  C28 1.566, H31 1.010, H32 1.010, C33 1.578
31 H -0.614 3.770 -4.165  N30 1.010
32 H 0.734 3.716 -4.771  N30 1.010
33 C -0.022 1.760 -4.110  N30 1.578, H37 1.090, H38 1.090, H39 1.090
34 H 1.876 5.628 -3.251  C27 1.090
35 H 2.929 4.393 -3.627  C27 1.090
36 H 2.824 4.927 -2.011  C27 1.090
37 H 0.960 1.300 -4.000  C33 1.090
38 H -0.596 1.421 -4.973  C33 1.090
39 H -0.683 1.348 -3.348  C33 1.090
40 C 1.769 2.820 5.839  C41 1.480, H47 1.090, H48 1.090, H49 1.090
41 C 0.393 2.453 5.433  C40 1.480, O42 1.224, N43 1.564
42 O -0.630 3.091 5.642  C41 1.224
43 N 0.403 1.117 4.621  C41 1.564, H44 1.010, H45 1.010, C46 1.571
44 H 1.364 0.925 4.378  N43 1.010
45 H -0.006 0.368 5.160  N43 1.010
46 C -0.250 1.521 3.250  N43 1.571, H50 1.090, H51 1.090, H52 1.090
47 H 2.149 2.371 6.756  C40 1.090
48 H 1.624 3.898 5.911  C40 1.090
49 H 2.438 2.624 5.001  C40 1.090
50 H 0.218 2.368 2.749  C46 1.090
51 H -1.316 1.649 3.437  C46 1.090
52 H 0.032 0.709 2.580  C46 1.090
53 C 6.035 -2.259 -1.043  O54 1.427, O55 1.449, C56 1.587, H67 1.090
54 O 6.377 -0.925 -1.417  C53 1.427, C60 1.419
55 O 5.807 -2.086 0.377  C53 1.449
56 C 4.861 -2.836 -1.941  C53 1.587, F57 1.324, F58 1.320, F59 1.355
57 F 4.425 -4.021 -1.543  C56 1.324
58 F 3.837 -2.005 -1.998  C56 1.320
59 F 5.285 -3.054 -3.209  C56 1.355
60 C 6.915 -0.661 -2.703  O54 1.419, C61 1.593, H65 1.090, H66 1.090
61 C 7.772 0.681 -2.655  C60 1.593, H62 1.090, H63 1.090, H64 1.090
62 H 8.400 0.659 -1.764  C61 1.090
63 H 8.421 0.846 -3.515  C61 1.090
64 H 7.133 1.560 -2.564  C61 1.090
65 H 6.119 -0.551 -3.439  C60 1.090
66 H 7.625 -1.435 -2.995  C60 1.090
67 H 6.941 -2.852 -1.170  C53 1.090
68 P -3.184 -6.090 -1.116  F69 1.671, F70 1.586, F71 1.681, F72 1.629, F73 1.641, F74 1.694
69 F -3.613 -4.797 -2.084  P68 1.671
70 F -4.270 -5.611 -0.064  P68 1.586
71 F -4.170 -7.122 -2.003  P68 1.681
72 F -2.891 -7.400 -0.193  P68 1.629
73 F -2.084 -6.465 -2.275  P68 1.641
74 F -1.972 -5.068 -0.517  P68 1.694
75 P -0.238 -0.955 -0.699  F76 1.657, F77 1.702, F78 1.645, F79 1.648, F80 1.643, F81 1.576
76 F -0.103 -0.615 -2.315  P75 1.657
77 F 1.302 -1.662 -0.539  P75 1.702
78 F 0.460 0.467 -0.253  P75 1.645
79 F -0.275 -1.291 0.914  P75 1.648
80 F -1.811 -0.500 -0.571  P75 1.643
81 F -0.827 -2.368 -1.072  P75 1.576

Frontier orbital gap ... 5.8 eV
E ... -3483.135006 Eh
Net charge ... +2
Multiplicity ... 2

=====

Which of these has the highest frontier orbital gap? C16H38ClFN4O7P

=====

Look up the frontier orbital gap of the second one. 5.8 eV

=====

Look up the frontier orbital gap of the first one. 6.6 eV